Record 1
ORCA calculation (wB97M-V/def2-TZVPD) on a molecular structure, C11H10BrCrNSe in a non-equilibrium geometry.

## Properties
<S²> = 6.027
LUMO level (alpha / beta) = 4.404 / 4.397 eV
Kohn-Sham gap (alpha / beta) = 4.302 / 4.305 eV

Geometry as ORCA input:
```
! wB97M-V def2-TZVPD RIJCOSX def2/J DEFGRID3
* xyz -2 5
C 1.4978 1.3230 -1.0385
C 2.5169 1.8632 -0.1844
C 3.4376 0.8008 0.1079
H 2.7199 2.9235 0.0011
C 2.9688 -0.3997 -0.5476
C 1.7753 -0.0678 -1.2544
H 1.2527 -0.7505 -1.9109
H 0.7361 1.8896 -1.5527
H 4.3818 0.8852 0.6501
H 3.5262 -1.3371 -0.6206
Cr 1.4125 0.2413 0.8491
Br -0.7484 -0.1477 1.7879
C -3.6726 -1.2995 0.4708
C -3.3992 -1.8432 -0.8240
C -3.4472 -0.7710 -1.7732
H -3.2071 -2.8916 -1.0476
C -3.7619 0.4343 -1.0638
C -3.8996 0.1077 0.3221
H -4.1443 0.8002 1.1243
H -3.7121 -1.8554 1.4047
H -3.2911 -0.8599 -2.8481
H -3.8991 1.4213 -1.5035
Se 5.0035 -0.0973 3.9143
C 3.4713 -0.1898 3.1038
N 2.4821 -0.1797 2.4334
*
```


Record 2
ORCA calculation (wB97M-V/def2-TZVPD) on a molecular structure, C11H10BrCuNSe in a non-equilibrium geometry.

## Properties
<S²> = 0.778
LUMO level (alpha / beta) = 4.840 / 3.840 eV
Kohn-Sham gap (alpha / beta) = 4.877 / 3.694 eV
energy relative to the best compared isomer or geometry (same formula, charge and spin) = 0.000 eV

Geometry as ORCA input:
```
! wB97M-V def2-TZVPD RIJCOSX def2/J DEFGRID3
* xyz -2 2
C -1.4459 -0.9098 -1.8369
C -1.5066 -1.9180 -0.8466
C -2.2096 -1.3713 0.3142
H -1.1696 -2.9572 -0.9377
C -2.3996 0.0440 0.0270
C -1.9837 0.3013 -1.2893
H -2.0609 1.2468 -1.8253
H -1.1184 -1.0304 -2.8681
H -2.7513 -1.9896 1.0321
H -2.7933 0.7618 0.7381
Cu -0.5436 -1.5774 1.3555
Br 1.1634 -3.0634 1.6813
C 2.1333 1.3896 0.2246
C 1.4566 2.2507 -0.6870
C 1.4214 1.6084 -1.9599
H 1.0136 3.2103 -0.4363
C 2.0908 0.3514 -1.8423
C 2.5286 0.2107 -0.4807
H 3.0488 -0.6448 -0.0664
H 2.2930 1.5691 1.2892
H 0.9415 1.9893 -2.8543
H 2.2552 -0.3601 -2.6425
Se -0.1389 0.5423 5.2098
C -0.1009 0.2418 3.4950
N -0.1240 0.1044 2.3093
*
```


Record 3
ORCA calculation (wB97M-V/def2-TZVPD) on a molecular structure, C11H10BrIrNO in a non-equilibrium geometry.

## Properties
<S²> = 6.026
LUMO level (alpha / beta) = 3.295 / 1.748 eV
Kohn-Sham gap (alpha / beta) = 4.268 / 6.234 eV
energy relative to the best compared isomer or geometry (same formula, charge and spin) = 0.184 eV

Geometry as ORCA input:
```
! wB97M-V def2-TZVPD RIJCOSX def2/J DEFGRID3
* xyz -1 5
C 1.8881 0.6629 0.3745
C 2.2388 0.3698 1.7374
C 2.4163 -1.0505 1.8610
H 2.4245 1.0888 2.5396
C 2.1586 -1.6407 0.5671
C 1.8310 -0.5732 -0.3496
H 1.6136 -0.6850 -1.4046
H 1.7668 1.6638 -0.0239
H 2.7344 -1.5674 2.7670
H 2.2260 -2.7008 0.3485
Ir 0.3723 -0.6786 1.2575
Br -1.9600 -0.4876 0.7559
C -2.5675 0.5471 -1.6407
C -1.7003 0.2608 -2.7384
C -0.7907 1.3394 -2.8806
H -1.7590 -0.6352 -3.3544
C -1.0938 2.3147 -1.8688
C -2.1844 1.8370 -1.1114
H -2.6785 2.3558 -0.2937
H -3.4205 -0.0637 -1.3525
H 0.0012 1.4222 -3.6246
H -0.5952 3.2741 -1.7370
O -1.6284 -3.0365 4.1217
C -0.9637 -2.3564 3.3904
N -0.3296 -1.6610 2.6598
*
```


Record 4
ORCA calculation (wB97M-V/def2-TZVPD) on a molecular structure, C11H10Cl3IrN5O6 in a non-equilibrium geometry.

## Properties
<S²> = 6.037
LUMO level (alpha / beta) = -4.585 / -8.805 eV
Kohn-Sham gap (alpha / beta) = 4.457 / 3.341 eV

Geometry as ORCA input:
```
! wB97M-V def2-TZVPD RIJCOSX def2/J DEFGRID3
* xyz 1 5
Ir 0.2491 -0.0492 -0.8442
C 4.2238 0.0480 0.8905
C 2.7621 0.1039 0.6034
N 2.2455 -0.1509 -0.5778
O 3.2020 -0.6241 -1.4445
C 1.7720 0.3101 1.5532
C 2.0676 0.5438 2.9821
N 0.5124 0.2658 1.1266
O -0.5007 0.2807 1.8946
H 4.7181 -0.6127 0.1619
H 4.3986 -0.3760 1.8655
H 4.6546 1.0356 0.7531
H 2.8915 -0.3540 -2.3447
H 2.7279 1.4470 3.1410
H 2.5123 -0.3489 3.4674
H 1.0974 0.7103 3.4548
O -3.9642 3.8943 -1.0606
C -4.5014 2.6980 -0.7943
O -5.6996 2.5066 -0.5864
C -3.5939 1.5343 -0.8101
C -3.8922 0.1704 -0.7910
N -2.7199 -0.5508 -0.9337
N -1.6742 0.2923 -1.0211
C -2.1613 1.5862 -0.9342
C -1.0800 2.5615 -0.9389
O -1.3287 3.8074 -0.9214
O 0.1241 2.0067 -0.9939
H -2.9447 3.8946 -1.0085
H -4.9098 -0.2676 -0.7142
H -2.5173 -1.5467 -0.8781
Cl -1.3729 -5.2153 -0.2037
C 0.2318 -4.5735 -0.6911
Cl 0.7004 -5.0651 -2.3417
Cl 1.4404 -4.9465 0.6386
C 0.1643 -3.0883 -0.7855
N 0.1649 -1.9279 -0.9130
*
```


Record 5
ORCA calculation (wB97M-V/def2-TZVPD) on a molecular structure, C11H10ClLaN in a non-equilibrium geometry.

## Properties
LUMO level = 2.898 eV
Kohn-Sham gap = 7.698 eV

Geometry as ORCA input:
```
! wB97M-V def2-TZVPD RIJCOSX def2/J DEFGRID3
* xyz -1 1
C 0.7378 -1.4108 2.1868
C 1.1714 -0.0428 2.0988
C 2.0166 0.0813 0.9494
H 0.8904 0.7747 2.7687
C 2.0713 -1.1888 0.2983
C 1.2913 -2.1158 1.0666
H 1.0933 -3.1559 0.7915
H -0.0370 -1.7778 2.8662
H 2.6180 0.9618 0.6900
H 2.7072 -1.4273 -0.5653
La -0.7501 -0.5113 0.2240
Cl -2.5579 -0.1300 1.8827
C -1.7341 1.1720 -1.7013
C -0.4992 0.8707 -2.3614
C 0.5485 1.5529 -1.6709
H -0.3796 0.2595 -3.2709
C -0.0296 2.2547 -0.5706
C -1.4419 2.0225 -0.5832
H -2.1513 2.3359 0.1948
H -2.7179 0.7105 -1.9187
H 1.6057 1.6028 -1.9826
H 0.5120 2.9011 0.1410
N -2.9431 -3.2329 -0.7531
C -2.0219 -2.5073 -0.7809
*
```


Record 6
ORCA calculation (wB97M-V/def2-TZVPD) on a molecular structure, C11H10ClNO in a non-equilibrium geometry.

## Properties
LUMO level = 0.597 eV
Kohn-Sham gap = 8.894 eV
energy relative to the best compared isomer or geometry (same formula, charge and spin) = 3.633 eV

Geometry as ORCA input:
```
! wB97M-V def2-TZVPD RIJCOSX def2/J DEFGRID3
* xyz 0 1
C 2.5838 -0.3518 0.0297
C 1.5620 -0.6142 -0.8477
C 0.4519 0.1961 -0.9998
C 0.1863 1.2181 -0.0564
C -2.1450 1.6664 -0.8139
C -2.4218 0.1270 -0.3528
C -2.7989 -0.1207 1.1443
C -3.3010 -1.3721 1.2686
C -2.7977 -1.0116 -1.0079
C 1.0449 1.3624 1.0469
C 2.2347 0.6451 1.0366
H 1.7514 -1.5000 -1.5545
H -0.0249 0.2142 -2.2149
H -1.1334 2.3399 0.6050
H -2.3034 1.9288 -1.9273
H -3.0448 2.2632 -0.0240
H -2.9299 0.4403 2.1643
H -3.5224 -2.1815 1.9288
H -2.8930 -1.4099 -1.9396
H 0.8212 2.3379 1.5133
H 3.2471 1.0215 1.4332
N -0.8170 2.1213 -0.3349
O -3.2082 -1.9186 -0.0262
Cl 4.3424 -0.9072 -0.0068
*
```


Record 7
ORCA calculation (wB97M-V/def2-TZVPD) on a molecular structure, C11H10N2 in a non-equilibrium geometry.

## Properties
LUMO level = 0.347 eV
Kohn-Sham gap = 8.849 eV
energy relative to the best compared isomer or geometry (same formula, charge and spin) = 6.125 eV

Geometry as ORCA input:
```
! wB97M-V def2-TZVPD RIJCOSX def2/J DEFGRID3
* xyz 0 1
C 3.0687 -1.9081 0.3440
C 2.2867 -0.7066 0.0723
C 2.8581 0.6293 -0.1028
C 2.0008 1.7690 -0.2926
C 0.6599 1.6614 -0.2604
C 0.1847 0.2828 -0.1251
C -1.3957 0.1381 -0.0206
C -2.2275 1.1028 0.2273
C -3.5382 0.7745 0.3257
C -3.9429 -0.5671 -0.0565
C -1.8329 -1.1807 -0.3963
H 4.0285 -1.4964 0.7295
H 2.1614 -2.8759 0.3116
H 3.8417 -1.8936 -0.6908
H 4.0700 0.6914 -0.3086
H 2.5420 2.6944 -0.2271
H -0.4192 2.4970 -0.2222
H -1.7437 2.0333 0.5477
H -4.5761 1.4557 0.7262
H -4.8683 -0.8605 0.1471
H -0.9872 -1.9034 -0.3945
N 0.9300 -0.8093 0.0779
N -3.1006 -1.5279 -0.4119
*
```


Record 8
ORCA calculation (wB97M-V/def2-TZVPD) on C11H10N2O in the gas phase in a non-equilibrium geometry.

## Properties
SMILES string = Nc1ccccc1Oc1cccnc1
LUMO level = 0.384 eV
Kohn-Sham gap = 8.670 eV
energy relative to the best compared isomer or geometry (same formula, charge and spin) = 6.951 eV

Geometry as ORCA input:
```
! wB97M-V def2-TZVPD RIJCOSX def2/J DEFGRID3
* xyz 0 1
N -0.6995 -2.1462 0.4796
C 0.8470 -1.7610 0.3501
C 1.9821 -2.4436 1.0293
C 3.1196 -1.5756 1.1071
C 3.2500 -0.2868 0.6571
C 2.3037 0.2056 -0.1220
C 1.0859 -0.4163 -0.4171
O -0.0850 0.0192 -1.2190
C -0.9332 1.0616 -1.0261
C -1.2281 1.3489 0.2901
C -2.4093 1.9531 0.5537
C -3.3671 2.2084 -0.4543
N -2.8907 2.2116 -1.7081
C -1.4619 1.7931 -2.1083
H -1.5851 -1.5598 -0.0429
H -1.1185 -2.9904 0.8356
H 1.7558 -3.4241 1.5147
H 4.0889 -1.9826 1.6138
H 4.3663 0.0712 0.5564
H 2.4548 0.9859 -0.7803
H -0.7109 0.7609 1.0798
H -2.6486 1.9705 1.7173
H -4.5840 2.5483 -0.6117
H -1.5322 1.4479 -3.2948
*
```


Record 9
ORCA calculation (wB97M-V/def2-TZVPD) on C11H10N2O2S3 in the gas phase in a non-equilibrium geometry.

## Properties
LUMO level = -0.591 eV
Kohn-Sham gap = 8.265 eV
energy relative to the best compared isomer or geometry (same formula, charge and spin) = 0.000 eV

Geometry as ORCA input:
```
! wB97M-V def2-TZVPD RIJCOSX def2/J DEFGRID3
* xyz 0 1
O 3.7621 -2.0327 -0.3274
O -0.7390 -2.7011 3.3207
N -3.2466 2.6227 0.8110
S -2.6655 1.2779 1.6785
S 1.2451 -1.9538 1.2700
C 3.1565 -1.0041 -0.4740
C -2.5157 2.8648 -0.2372
C -1.3895 1.0179 0.5013
C 1.8487 -0.8196 0.0246
C -0.3173 -0.0038 0.5210
C -0.3039 -1.1497 1.3104
C -1.4205 1.9412 -0.4840
C 0.8982 0.1638 -0.2269
N 3.8632 -0.0387 -1.1120
S -1.5419 -1.8455 2.4046
C -2.1699 -3.1360 1.2332
C -0.3921 1.8705 -1.6040
C 1.0214 1.3235 -1.1786
H -2.7800 3.7221 -0.8301
H 4.8599 -0.2632 -1.2822
H 3.5983 0.9455 -1.0419
H -1.3187 -3.4470 0.5939
H -2.9594 -2.6943 0.6407
H -2.6114 -3.9759 1.7510
H -0.7873 1.2478 -2.4313
H -0.2595 2.8834 -2.0654
H 1.6040 1.0529 -2.0954
H 1.5609 2.1313 -0.6707
*
```